Entry w
{
  "formula": "C3H8N2O2S",
  "method": "ωB97M-V/def2-TZVPD",
  "e_homo_ha": -0.33602,
  "smiles": "CO/N=C(/CS)NO",
  "symbols": ["S", "O", "O", "N", "N", "C", "C", "C", "H", "H", "H", "H", "H", "H", "H", "H"],
  "positions_angstrom": [[-0.4621, 2.7005, -0.6114], [-0.0983, 0.4203, -2.4568], [0.9804, -1.4901, 0.7751], [-0.1393, -0.4713, 0.8895], [-0.1588, -0.5793, -1.4131], [-0.5207, -0.0308, -0.2258], [1.4291, -1.4324, 2.1370], [-1.4838, 1.2249, -0.2685], [0.8369, -0.8754, -1.1790], [-2.1924, 1.0948, -1.0538], [-2.0165, 1.3739, 0.6708], [-0.9141, 0.1850, -3.0716], [0.3367, 2.2141, -1.6370], [1.4029, -0.2327, 2.6181], [0.4613, -2.0581, 2.5665], [2.5386, -2.0436, 2.2598]],
  "nbo_charge": [-0.05, -0.59, -0.48, -0.21, -0.34, 0.36, -0.30, -0.54, 0.39, 0.22, 0.25, 0.49, 0.17, 0.21, 0.20, 0.21]
}

Entry x
{
  "formula": "C3H8N2O2S",
  "method": "ωB97M-V/def2-TZVPD",
  "e_homo_ha": -0.33860,
  "symbols": ["S", "O", "O", "N", "N", "C", "C", "C", "H", "H", "H", "H", "H", "H", "H", "H"],
  "positions_angstrom": [[0.5618, -0.2534, -0.5608], [1.5086, -0.5401, 0.4993], [-0.7326, -0.4472, 0.3528], [0.6162, -2.9122, -0.9603], [0.2032, -1.7379, -1.6276], [-0.7468, 0.5384, 1.3993], [-0.3436, 2.3604, -0.4763], [-0.4524, 2.0168, 0.8298], [-1.8154, 0.6532, 1.6521], [0.1910, 2.4810, 1.8319], [0.9233, -1.5491, -2.3041], [1.3041, -2.5445, -0.2056], [-0.2002, 3.3059, -0.8960], [-0.1298, -3.3068, -0.4103], [-0.1056, 0.2053, 2.1935], [-0.7817, 1.7301, -1.3178]],
  "nbo_charge": [1.58, -0.97, -0.71, -0.66, -0.59, -0.13, -0.42, -0.21, 0.22, 0.22, 0.34, 0.35, 0.22, 0.35, 0.22, 0.20]
}

Which structure loses on stability? entry w does.

Entry w
{
  "formula": "C3H2F2O",
  "method": "ωB97M-V/def2-TZVPD",
  "e_homo_ha": [-0.37727, -0.38568],
  "symbols": ["F", "F", "O", "C", "C", "C", "H", "H"],
  "positions_angstrom": [[2.7805, 1.4316, -0.9584], [-2.0495, -0.3215, -0.4171], [3.4259, 0.0404, 0.7332], [-0.0427, 0.5236, 0.4682], [2.6241, 0.6171, 0.0740], [-0.6999, -0.1654, -0.4350], [-0.2955, -0.6865, -1.1489], [-0.3866, 1.0798, 1.2386]],
  "nbo_charge": [-0.31, -0.33, -0.50, -0.20, 0.87, 0.14, 0.16, 0.17]
}

Entry x
{
  "formula": "C3H2F2O",
  "method": "ωB97M-V/def2-TZVPD",
  "e_homo_ha": -0.40692,
  "smiles": "C#CC(O)(F)F",
  "symbols": ["F", "F", "O", "C", "C", "C", "H", "H"],
  "positions_angstrom": [[-1.9166, -0.9143, -0.8436], [-1.5196, -0.5521, 1.2333], [-1.3669, 1.1960, -0.2748], [1.3206, -1.0622, 0.0625], [-1.1557, -0.2344, -0.0479], [0.2351, -0.5719, -0.1455], [2.2232, -1.4808, 0.4126], [-1.6485, 1.7156, 0.5478]],
  "nbo_charge": [-0.29, -0.33, -0.73, -0.14, 0.86, -0.12, 0.24, 0.51]
}

Entry y
{
  "formula": "C3H2F2O",
  "method": "ωB97M-V/def2-TZVPD",
  "e_homo_ha": -0.40833,
  "smiles": "C=C(F)C(=O)F",
  "symbols": ["F", "F", "O", "C", "C", "C", "H", "H"],
  "positions_angstrom": [[0.9928, -1.6563, -0.1209], [0.3837, 1.8001, -0.0376], [2.3150, 0.1377, -0.1524], [-0.0605, 0.5197, -0.0158], [-1.2741, 0.0382, 0.0694], [1.2504, -0.3374, 0.0408], [-2.2824, 0.5284, -0.0237], [-1.3249, -1.0304, 0.2402]],
  "nbo_charge": [-0.33, -0.31, -0.48, 0.28, -0.43, 0.81, 0.24, 0.24]
}

Which structure loses on stability? entry w does.